[1]
Entry from the Open Molecules 2025 dataset: a cluster of 2 separate species, C3H4ClNO in total at a distorted geometry (ωB97M-V/def2-TZVPD).

Calculated values
HOMO level = -10.3 eV
E_tot = -19234.367 eV
LUMO = 0.950 eV
Frontier orbital gap = 11.27 eV
ΔE to the lowest compared entry with this formula, charge and spin = 135.9 kJ/mol

CARTESIAN COORDINATES (ANGSTROEM)
C 0.468 1.190 0.603
C -0.078 -2.815 -2.162
C -0.262 -0.008 0.153
N -0.236 1.935 1.317
O -0.462 -3.374 -1.261
Cl 0.019 -0.205 -1.623
H 1.463 1.478 0.269
H 0.116 -0.823 0.789
H -1.374 -0.021 0.152
H 0.345 2.641 1.763

Cartesian forces (eV/Å) of the 3 atoms listed first:
C -1.275 0.676 -0.409
C 0.047 -0.810 -0.434
C -0.241 -1.138 -1.181

---

[2]
Entry from the Open Molecules 2025 dataset: an isolated molecule of C3H4ClNO at a distorted geometry (ωB97M-V/def2-TZVPD).

Calculated values
HOMO level (alpha / beta) = -8.5 / -8.5 eV
E_tot = -19232.162 eV
LUMO (alpha / beta) = 0.397 / 0.398 eV
Frontier orbital gap (alpha / beta) = 8.93 / 8.94 eV
ΔE to the lowest compared entry with this formula, charge and spin = 348.6 kJ/mol

CARTESIAN COORDINATES (ANGSTROEM)
C -0.671 0.748 0.808
C -0.263 0.671 -0.572
C 0.826 -0.438 -0.440
N 0.577 -0.794 1.015
O -1.251 1.319 1.671
Cl -0.427 -2.251 1.109
H -1.208 0.382 -1.046
H 0.080 1.528 -0.970
H 0.499 -1.143 -1.186
H 1.839 -0.021 -0.389

Cartesian forces (eV/Å) of the 3 atoms listed first:
C 0.843 -0.676 4.896
C -0.410 -2.667 0.190
C -1.858 1.122 1.289

---

[3]
Entry from the Open Molecules 2025 dataset: an isolated molecule of C3H4ClNO2 at a distorted geometry (ωB97M-V/def2-TZVPD).

Calculated values
HOMO level = -8.5 eV
SMILES = N/C=C(/Cl)C(=O)O
E_tot = -21283.514 eV
LUMO = 0.796 eV
Frontier orbital gap = 9.26 eV
ΔE to the lowest compared entry with this formula, charge and spin = 0.8 kJ/mol

CARTESIAN COORDINATES (ANGSTROEM)
C -0.032 -1.263 0.052
C 0.829 -0.193 0.014
C 0.293 1.129 0.019
H -1.788 -0.170 -0.071
H -1.947 -1.967 0.125
H 0.389 -2.278 -0.025
H 0.767 2.900 -0.036
N -1.353 -1.129 -0.045
O 1.208 2.093 0.020
O -0.903 1.401 -0.031
Cl 2.537 -0.523 -0.022

Cartesian forces (eV/Å) of the 3 atoms listed first:
C 0.738 0.430 -0.931
C -0.319 -1.272 0.358
C -0.186 0.291 -0.408

---

[4]
Entry from the Open Molecules 2025 dataset: an isolated molecule of C3H4ClNO2 at a distorted geometry (ωB97M-V/def2-TZVPD).

Calculated values
HOMO level = -10.4 eV
SMILES = O=C/C(CCl)=N/O
E_tot = -21281.249 eV
LUMO = -0.239 eV
Frontier orbital gap = 10.12 eV
ΔE to the lowest compared entry with this formula, charge and spin = 219.4 kJ/mol

CARTESIAN COORDINATES (ANGSTROEM)
C 0.104 -0.294 -0.110
C 0.248 1.203 -0.100
C 0.754 -1.151 -1.065
H -1.481 -0.724 2.342
H 1.139 1.597 -0.576
H 0.157 1.579 0.913
H 0.508 -2.208 -0.908
N -0.525 -0.973 0.787
O -1.113 -0.139 1.666
O 1.413 -0.766 -2.011
Cl -1.204 1.878 -0.938

Cartesian forces (eV/Å) of the 3 atoms listed first:
C 0.209 0.507 1.231
C -0.867 -0.098 0.091
C 0.464 -0.373 -1.950

---

[5]
Entry from the Open Molecules 2025 dataset: a cluster of 2 separate species, C3H4ClNS in total at a distorted geometry (ωB97M-V/def2-TZVPD).

Calculated values
HOMO level (alpha / beta) = -11.1 / -8.1 eV
E_tot = -28020.279 eV
LUMO (alpha / beta) = -1.989 / -4.257 eV
Frontier orbital gap (alpha / beta) = 9.12 / 3.89 eV
ΔE to the lowest compared entry with this formula, charge and spin = 272.4 kJ/mol

CARTESIAN COORDINATES (ANGSTROEM)
C 2.393 0.622 -0.249
C -1.244 -1.016 0.263
C 1.102 0.148 -0.320
N 3.464 1.049 -0.188
S 0.500 -1.019 0.732
Cl -1.886 2.650 0.211
H -1.649 -0.011 0.409
H -1.745 -1.729 0.912
H -1.351 -1.325 -0.772
H 0.416 0.632 -0.998

Cartesian forces (eV/Å) of the 3 atoms listed first:
C 0.902 0.257 0.140
C 0.340 0.008 0.035
C -1.421 -0.097 0.242

---

[6]
Entry from the Open Molecules 2025 dataset: an isolated molecule of C3H4ClNS at a distorted geometry (ωB97M-V/def2-TZVPD).

Calculated values
HOMO level (alpha / beta) = -8.1 / -8.1 eV
E_tot = -28019.992 eV
LUMO (alpha / beta) = -0.188 / -0.187 eV
Frontier orbital gap (alpha / beta) = 7.95 / 7.95 eV
ΔE to the lowest compared entry with this formula, charge and spin = 300.2 kJ/mol

CARTESIAN COORDINATES (ANGSTROEM)
C 0.243 -0.395 -1.052
C 1.221 -0.681 -0.163
C -0.366 0.744 1.310
N -0.779 0.415 -0.754
S 0.858 -0.429 1.521
Cl -2.320 -0.037 -1.360
H 0.282 -0.837 -2.041
H 2.151 -1.161 -0.396
H -0.072 1.721 0.976
H -1.218 0.659 1.959

Cartesian forces (eV/Å) of the 3 atoms listed first:
C 0.411 -0.624 -0.370
C -0.075 0.311 0.363
C 0.210 -0.493 -1.721

---

[7]
Entry from the Open Molecules 2025 dataset: an isolated molecule of C3H4ClNS at a distorted geometry (ωB97M-V/def2-TZVPD).

Calculated values
HOMO level = -9.0 eV
SMILES = Cl[C@@H]1N=CCS1
E_tot = -28022.274 eV
LUMO = 0.499 eV
Frontier orbital gap = 9.55 eV
ΔE to the lowest compared entry with this formula, charge and spin = 80.0 kJ/mol

CARTESIAN COORDINATES (ANGSTROEM)
C 0.730 0.835 -0.104
C 0.978 -0.594 -0.619
C -1.160 0.009 0.780
N -0.318 1.076 0.619
S -0.276 -1.584 0.276
Cl -2.604 0.060 -0.288
H 1.340 1.698 -0.320
H 0.856 -0.576 -1.685
H 1.948 -0.888 -0.643
H -1.494 -0.036 1.984

Cartesian forces (eV/Å) of the 3 atoms listed first:
C -1.632 -0.404 1.130
C -3.146 1.928 0.274
C -1.273 -2.772 3.272

---

[8]
Entry from the Open Molecules 2025 dataset: a structure of composition C3H4CuMgO3 at a distorted geometry (ωB97M-V/def2-TZVPD).

Calculated values
HOMO level (alpha / beta) = -17.3 / -17.4 eV
E_tot = -59381.806 eV
LUMO (alpha / beta) = -11.926 / -11.964 eV
Frontier orbital gap (alpha / beta) = 5.40 / 5.47 eV
<S²> = 0.77
Total charge = +2
2S+1 = 2
ΔE to the lowest compared entry with this formula, charge and spin = 115.5 kJ/mol

CARTESIAN COORDINATES (ANGSTROEM)
O 0.292 1.490 -0.518
C 1.336 0.825 -0.762
C 2.106 0.252 0.300
H -1.177 -1.437 -1.041
H 1.873 1.061 -1.697
H 1.737 0.306 1.326
H 2.918 -0.437 0.067
Cu -1.730 1.669 0.494
O -2.647 0.095 -0.804
C -1.987 -0.861 -0.398
O -1.751 -0.919 0.871
Mg -0.972 -2.045 2.160

Cartesian forces (eV/Å) of the 3 atoms listed first:
O 0.006 -1.207 -0.071
C 0.269 2.779 1.174
C -0.642 -1.341 -0.421

---

[9]
Entry from the Open Molecules 2025 dataset: a structure of composition C3H4CuNaO3 at a distorted geometry (ωB97M-V/def2-TZVPD).

Calculated values
HOMO level = -7.0 eV
E_tot = -58370.986 eV
LUMO = -1.849 eV
Frontier orbital gap = 5.13 eV
ΔE to the lowest compared entry with this formula, charge and spin = 0.0 kJ/mol

CARTESIAN COORDINATES (ANGSTROEM)
O -1.813 -0.776 0.091
C -0.915 -0.196 -0.565
C 1.239 -2.151 0.351
O -0.383 0.859 -0.128
O -0.135 -1.071 -1.257
C 1.123 -1.399 -0.767
H 2.255 -2.452 0.613
H 0.612 -2.277 1.236
H 1.914 -1.167 -1.482
Na 1.932 1.146 0.422
Cu -2.666 1.548 0.771
H -3.741 3.167 1.169

Cartesian forces (eV/Å) of the 3 atoms listed first:
O -1.312 1.435 -1.855
C 0.470 -2.336 6.050
C 1.939 1.426 0.241

---

[10]
Entry from the Open Molecules 2025 dataset: a structure of composition C3H4CuO3 at a distorted geometry (ωB97M-V/def2-TZVPD).

Calculated values
HOMO level = -4.2 eV
E_tot = -53957.843 eV
LUMO = 3.779 eV
Frontier orbital gap = 8.03 eV
Total charge = -1
ΔE to the lowest compared entry with this formula, charge and spin = 0.0 kJ/mol

CARTESIAN COORDINATES (ANGSTROEM)
H -3.420 -1.832 -0.667
Cu -1.560 -1.097 -0.409
O 1.375 0.064 0.866
C 1.568 -0.981 -0.078
C 0.304 0.898 0.833
O 2.740 -1.338 -0.167
O 0.560 -1.350 -0.709
C -0.360 1.304 -0.259
H -1.111 2.067 0.042
H 0.003 1.203 1.839
H -0.098 1.061 -1.289

Cartesian forces (eV/Å) of the 3 atoms listed first:
H 1.763 0.829 0.319
Cu -0.882 -0.780 -0.384
O -0.401 0.692 0.896

---

[11]
Entry from the Open Molecules 2025 dataset: a cluster of 2 separate species, C3H4F2 in total at a distorted geometry (ωB97M-V/def2-TZVPD).

Calculated values
HOMO level = -9.6 eV
SMILES = FC1=CC1.F
E_tot = -8607.344 eV
LUMO = 0.808 eV
Frontier orbital gap = 10.37 eV
ΔE to the lowest compared entry with this formula, charge and spin = 267.3 kJ/mol

CARTESIAN COORDINATES (ANGSTROEM)
C -0.666 -0.023 -0.735
C -0.922 -0.140 0.786
C -0.152 -0.996 0.226
F 0.681 -2.040 0.492
F 1.742 1.643 0.189
H -1.531 -0.340 -1.277
H -0.065 0.728 -1.156
H 2.240 0.990 -0.170
H -1.327 0.178 1.645

Cartesian forces (eV/Å) of the 3 atoms listed first:
C -1.114 -1.168 0.459
C 2.205 -1.764 -2.263
C 0.702 -0.730 1.448

---

[12]
Entry from the Open Molecules 2025 dataset: an isolated molecule of C3H4F2NPS at a distorted geometry (ωB97M-V/def2-TZVPD).

Calculated values
HOMO level = -9.1 eV
SMILES = FP(F)C1=NCCS1
E_tot = -30225.377 eV
LUMO = 0.214 eV
Frontier orbital gap = 9.31 eV
ΔE to the lowest compared entry with this formula, charge and spin = 3.9 kJ/mol

CARTESIAN COORDINATES (ANGSTROEM)
C 2.578 0.106 0.422
C 0.474 -0.664 0.278
C 0.194 0.711 -0.268
N 1.850 -0.987 0.539
F 4.753 0.900 -0.570
F 4.144 -1.398 -0.584
P 4.310 -0.218 0.523
S 1.738 1.666 0.106
H -0.108 -0.730 1.255
H -0.082 -1.531 -0.293
H 0.084 0.592 -1.339
H -0.784 1.205 0.210

Cartesian forces (eV/Å) of the 3 atoms listed first:
C -3.557 -1.442 0.390
C -3.294 -2.590 1.804
C -1.094 1.066 0.417

---

[13]
Entry from the Open Molecules 2025 dataset: a structure of composition C3H4F2O at a distorted geometry (ωB97M-V/def2-TZVPD).

Calculated values
HOMO level = -10.8 eV
E_tot = -10655.319 eV
LUMO = 0.991 eV
Frontier orbital gap = 11.83 eV
ΔE to the lowest compared entry with this formula, charge and spin = 254.7 kJ/mol

CARTESIAN COORDINATES (ANGSTROEM)
C 0.389 -0.407 -0.136
C 1.240 0.760 0.326
C -1.534 -0.412 -0.248
O 1.066 0.591 -1.002
F 0.828 1.861 0.864
F 2.434 0.433 0.826
H 0.978 -1.416 0.002
H -1.908 -1.477 -0.163
H -1.693 -0.075 -1.159
H -1.801 0.141 0.690

Cartesian forces (eV/Å) of the 3 atoms listed first:
C -1.504 -0.195 0.810
C -1.608 -3.239 -0.757
C 4.624 -2.873 5.781

---

[14]
Entry from the Open Molecules 2025 dataset: a cluster of 2 separate species, C3H4F2O in total at a distorted geometry (ωB97M-V/def2-TZVPD).

Calculated values
HOMO level (alpha / beta) = -9.8 / -9.8 eV
E_tot = -10653.420 eV
LUMO (alpha / beta) = -0.916 / -0.916 eV
Frontier orbital gap (alpha / beta) = 8.84 / 8.84 eV
ΔE to the lowest compared entry with this formula, charge and spin = 438.0 kJ/mol

CARTESIAN COORDINATES (ANGSTROEM)
C -0.165 0.056 0.382
C -1.064 1.085 0.149
C 0.995 -0.319 -0.495
O -0.129 1.784 0.633
F -0.927 -2.014 0.500
F -2.283 1.349 -0.184
H -0.427 -0.535 1.191
H 0.674 -0.539 -1.582
H 1.541 -1.220 -0.142
H 1.785 0.352 -0.452

Cartesian forces (eV/Å) of the 3 atoms listed first:
C 0.981 -3.051 -2.457
C 1.564 2.173 0.766
C -0.967 -2.548 -1.400

---

[15]
Entry from the Open Molecules 2025 dataset: an isolated molecule of C3H4F2O3S at a distorted geometry (ωB97M-V/def2-TZVPD).

Calculated values
HOMO level = -12.1 eV
E_tot = -25587.725 eV
LUMO = 0.494 eV
Frontier orbital gap = 12.61 eV
ΔE to the lowest compared entry with this formula, charge and spin = 0.0 kJ/mol

CARTESIAN COORDINATES (ANGSTROEM)
C -0.236 0.017 0.481
C 0.646 1.158 -0.036
C -1.519 -0.259 -0.244
O 0.986 -1.850 -1.126
O 1.925 -1.522 1.114
O 1.762 0.490 -0.447
F 0.091 1.861 -1.043
F 0.937 2.074 0.911
S 1.183 -1.030 0.012
H -0.280 0.054 1.676
H -1.298 -0.426 -1.298
H -2.203 0.584 -0.161
H -1.993 -1.149 0.161

Cartesian forces (eV/Å) of the 3 atoms listed first:
C 0.630 -0.255 2.559
C -0.951 1.106 0.333
C -0.011 -0.068 -0.165

---

[16]
Entry from the Open Molecules 2025 dataset: a structure of composition C3H4F3MnNO6S2 at a distorted geometry (ωB97M-V/def2-TZVPD).

Calculated values
HOMO level (alpha / beta) = -15.7 / -15.1 eV
E_tot = -78065.132 eV
LUMO (alpha / beta) = -12.886 / -12.751 eV
Frontier orbital gap (alpha / beta) = 2.78 / 2.39 eV
<S²> = 9.12
Total charge = +2
2S+1 = 6

CARTESIAN COORDINATES (ANGSTROEM)
O 1.200 -2.721 0.267
C 0.715 -1.762 -0.162
O -0.708 -1.789 -0.442
S -1.540 -0.960 0.703
O -2.346 -1.913 1.381
O -0.678 -0.213 1.583
C -2.653 0.304 -0.136
F -2.176 1.596 0.149
F -2.721 0.162 -1.478
F -3.893 0.143 0.299
N 1.385 -0.540 -0.510
S 2.029 -0.620 -2.107
C 2.369 -0.118 0.503
O 1.987 1.115 1.165
O 1.276 1.926 0.332
H 2.145 0.679 -2.544
H 3.390 0.003 0.075
H 2.454 -0.867 1.327
H 0.580 2.317 0.894
Mn -2.813 3.257 -1.299

Cartesian forces (eV/Å) of the 3 atoms listed first:
O 0.508 -1.049 0.653
C -0.109 0.966 -0.927
O -0.634 2.250 0.757

---

[17]
Entry from the Open Molecules 2025 dataset: a cluster of 2 separate species, C3H4F3O3S in total at a distorted geometry (ωB97M-V/def2-TZVPD).

Calculated values
HOMO level (alpha / beta) = -3.8 / -3.3 eV
E_tot = -28303.003 eV
LUMO (alpha / beta) = 3.763 / 3.561 eV
Frontier orbital gap (alpha / beta) = 7.58 / 6.83 eV
Total charge = -1
ΔE to the lowest compared entry with this formula, charge and spin = 320.5 kJ/mol

CARTESIAN COORDINATES (ANGSTROEM)
C 0.249 -0.063 0.965
C -0.560 1.634 -1.333
C 1.905 0.840 -0.465
O -2.473 1.402 0.362
O -2.098 -0.607 -1.081
O 1.609 0.238 0.718
F -0.579 2.953 -1.141
F 2.606 0.162 -1.403
F 2.632 1.952 -0.336
S -2.178 0.849 -0.983
H -0.005 -0.856 0.318
H -0.272 0.908 0.733
H 0.204 -0.426 2.008
H -0.042 1.278 -2.287

Cartesian forces (eV/Å) of the 3 atoms listed first:
C -0.141 1.373 0.577
C 1.778 -2.302 -1.079
C -2.214 0.502 0.074

---

[18]
Entry from the Open Molecules 2025 dataset: a cluster of 2 separate species, C3H4FN in total at a distorted geometry (ωB97M-V/def2-TZVPD).

Calculated values
HOMO level = -10.0 eV
SMILES = C=CF.C#N
E_tot = -7379.000 eV
LUMO = -0.115 eV
Frontier orbital gap = 9.85 eV
ΔE to the lowest compared entry with this formula, charge and spin = 341.1 kJ/mol

CARTESIAN COORDINATES (ANGSTROEM)
C 2.650 -0.160 0.286
C -0.179 0.471 -1.840
C -0.623 -0.535 -1.121
N 3.679 0.043 0.757
F -0.137 -0.842 0.004
H 0.007 1.456 -1.716
H -0.332 0.290 -2.870
H 1.782 0.504 0.873
H -1.019 -1.488 -1.609

Cartesian forces (eV/Å) of the 3 atoms listed first:
C -3.402 2.784 2.419
C -1.846 -1.688 -1.582
C 0.495 -2.146 -4.145

---

[19]
Entry from the Open Molecules 2025 dataset: a cluster of 2 separate species, C3H4FNO in total at a distorted geometry (ωB97M-V/def2-TZVPD).

Calculated values
HOMO level = -9.1 eV
SMILES = C=[NH+][O-].C#CF
E_tot = -9425.325 eV
LUMO = 0.876 eV
Frontier orbital gap = 10.02 eV
ΔE to the lowest compared entry with this formula, charge and spin = 510.5 kJ/mol

CARTESIAN COORDINATES (ANGSTROEM)
C -2.974 -1.018 0.159
C -2.438 0.040 0.039
C 2.024 0.882 0.150
N 1.588 -0.254 -0.267
O 0.440 -0.723 -0.151
F -2.004 1.238 -0.122
H -3.311 -1.998 0.296
H 3.047 1.160 -0.016
H 1.355 1.541 0.674
H 2.275 -0.867 -0.762

Cartesian forces (eV/Å) of the 3 atoms listed first:
C 0.488 0.628 -0.017
C -0.309 0.255 -0.109
C 0.148 0.425 0.188

---

[20]
Entry from the Open Molecules 2025 dataset: an isolated molecule of C3H4FNO at a distorted geometry (ωB97M-V/def2-TZVPD).

Calculated values
HOMO level (alpha / beta) = -8.7 / -8.5 eV
E_tot = -9426.314 eV
LUMO (alpha / beta) = 0.129 / 0.011 eV
Frontier orbital gap (alpha / beta) = 8.82 / 8.48 eV
ΔE to the lowest compared entry with this formula, charge and spin = 415.2 kJ/mol

CARTESIAN COORDINATES (ANGSTROEM)
C 1.519 -0.384 0.700
C 1.396 -0.226 -0.613
C -0.622 -0.045 -0.079
N -1.694 0.831 0.121
O 0.234 0.175 -1.117
F -1.143 -1.310 -0.017
H 2.378 -0.744 1.269
H 2.232 -0.328 -1.294
H -2.608 0.405 0.229
H -1.692 1.625 0.801

Cartesian forces (eV/Å) of the 3 atoms listed first:
C -2.381 0.820 -1.424
C 3.436 -0.770 1.344
C -0.653 -0.549 2.195